--- P ---
# CH12NO5

A 5-piece molecular cluster, CH12NO5 overall (the ωB97M-V functional and the def2-TZVPD basis, OMol25).

```
19
Properties=species:S:1:pos:R:3:nbo_charge:R:1
N 1.160 -0.409 0.493 -0.897
C 1.974 0.343 -0.442 0.090
O 1.949 1.776 -0.155 -0.800
H 1.738 -0.239 1.329 0.351
H 0.216 -0.040 0.550 0.427
H 1.621 0.166 -1.465 0.139
H 3.084 0.072 -0.310 0.147
H 0.949 2.040 -0.004 0.488
H -0.325 2.729 -1.203 0.449
O -0.614 3.021 -0.325 -0.973
H -0.869 2.107 -0.061 0.510
H -1.563 0.235 -0.771 0.422
O -1.459 0.466 0.154 -1.238
H -2.016 -0.932 0.629 0.514
H -2.987 -2.021 0.282 0.444
O -2.377 -1.857 0.966 -1.025
H -0.779 -2.761 0.539 0.491
H 0.292 -1.889 -0.169 0.485
O 0.005 -2.808 -0.037 -1.025
```

Computed properties:
**Charge**: -1
**LUMO level**: 3.9 eV
**HOMO energy**: -5.39 eV

***

--- Q ---
# CH12NO5

CH12NO5 as an isolated structure (the ωB97M-V functional and the def2-TZVPD basis, OMol25).

```
19
Properties=species:S:1:pos:R:3:nbo_charge:R:1
N -1.998 -1.244 0.739 -0.929
C -0.663 -1.973 0.743 0.137
O 0.045 -1.896 -0.425 -0.850
H -2.365 -1.339 -0.205 0.368
H -2.166 -0.484 1.319 0.372
H -0.117 -1.521 1.633 0.069
H -0.762 -3.088 0.954 0.120
H 2.009 -1.128 0.081 0.497
H 1.263 -1.205 1.284 0.454
O 2.143 -1.064 1.032 -0.969
H 1.023 2.436 1.347 0.470
H 0.192 3.088 0.385 0.477
O 0.129 3.055 1.355 -0.949
H 0.163 -0.798 -0.875 0.494
H 1.163 -0.034 -2.143 0.433
O 0.764 0.209 -1.325 -1.165
H -0.047 2.696 -2.091 0.445
H -0.535 1.384 -1.777 0.504
O -0.813 2.264 -1.830 -0.977
```

Computed properties:
**Charge**: -1
**LUMO level**: 3.9 eV
**HOMO energy**: -4.69 eV

***

Relative energies in kJ/mol: P 0.0; Q 117.9

***

--- P ---
# C3H3NO3

One molecule with the formula C3H3NO3 (the ωB97M-V functional and the def2-TZVPD basis, OMol25).

```
10
Properties=species:S:1:pos:R:3:nbo_charge:R:1
C -1.041 -0.536 0.124 0.436
C -0.874 1.024 0.183 0.369
C 0.187 -1.049 -0.516 -0.097
O 1.555 0.455 0.458 -0.557
N 1.387 -0.658 -0.340 -0.050
O -2.079 -1.120 0.271 -0.454
O -1.004 1.816 -0.701 -0.483
H 2.492 0.694 0.369 0.498
H -0.698 1.336 1.234 0.115
H 0.075 -1.963 -1.084 0.224
```

Computed properties:
**SMILES**: O=CC(=O)/C=N\O
**LUMO level**: -0.6 eV
**HOMO energy**: -9.62 eV

***

--- Q ---
# C3H3NO3

One molecule with the formula C3H3NO3 (the ωB97M-V functional and the def2-TZVPD basis, OMol25).

```
10
Properties=species:S:1:pos:R:3:nbo_charge:R:1
N -1.425 -0.347 -0.676 -0.363
C -0.572 0.445 0.126 0.667
C 1.006 -0.025 -0.109 0.187
C 0.924 -1.239 0.237 0.081
O -1.114 -0.910 0.688 -0.439
O 1.874 0.923 -0.411 -0.619
O -0.647 1.598 0.535 -0.656
H 1.392 1.770 -0.320 0.519
H -2.362 0.053 -0.587 0.366
H 0.924 -2.267 0.518 0.256
```

Computed properties:
**LUMO level**: -1.1 eV
**HOMO energy**: -9.81 eV

***

--- R ---
# C3H3NO3

One molecule with the formula C3H3NO3 (the ωB97M-V functional and the def2-TZVPD basis, OMol25).

```
10
Properties=species:S:1:pos:R:3:nbo_charge:R:1
C -0.850 0.491 0.344 0.738
C 0.689 0.685 0.547 -0.215
C -0.196 -1.088 -0.989 0.278
H 0.783 1.771 0.719 0.244
H 0.687 0.005 1.510 0.226
H -0.665 -2.128 -1.213 0.219
N 0.984 -0.746 -1.044 -0.140
O -1.550 0.963 1.241 -0.572
O 1.450 0.366 -0.574 -0.311
O -1.331 -0.319 -0.542 -0.466
```

Computed properties:
**SMILES**: O=C1CON=CO1
**LUMO level**: 0.6 eV
**HOMO energy**: -10.23 eV

***

Relative energies in kJ/mol: P 0.0; Q 333.6; R 23.3

***

--- P ---
# C3H3NO3

One molecule with the formula C3H3NO3 (the ωB97M-V functional and the def2-TZVPD basis, OMol25).

```
10
Properties=species:S:1:pos:R:3:nbo_charge:R:1
N -1.293 -0.047 -1.642 -0.632
C -0.612 -0.017 -0.592 0.487
O -0.883 -0.437 0.682 -0.494
C 0.438 -0.293 1.230 0.559
O 1.309 -0.890 0.385 -0.535
C 0.770 0.546 -0.420 0.315
O 0.817 1.107 0.816 -0.487
H -2.190 -0.508 -1.492 0.360
H 0.411 -0.470 2.305 0.197
H 1.278 1.028 -1.265 0.229
```

Computed properties:
**LUMO level**: 0.4 eV
**HOMO energy**: -10.83 eV

***

--- Q ---
# C3H3NO3

One molecule with the formula C3H3NO3 (the ωB97M-V functional and the def2-TZVPD basis, OMol25).

```
10
Properties=species:S:1:pos:R:3:nbo_charge:R:1
N 0.331 0.600 -0.270 -0.693
C -0.293 -0.533 0.182 0.556
O 0.329 -1.471 0.631 -0.535
C 1.763 0.553 -0.176 0.567
O 2.405 1.239 0.563 -0.480
C -1.821 -0.544 0.119 0.336
O -2.424 -1.529 0.443 -0.423
H -0.155 1.476 -0.413 0.420
H 2.195 -0.181 -0.872 0.137
H -2.328 0.391 -0.206 0.115
```

Computed properties:
**SMILES**: O=CNC(=O)C=O
**LUMO level**: -0.6 eV
**HOMO energy**: -10.44 eV

***

Relative energies in kJ/mol: P 201.0; Q 0.0

***

--- P ---
# C3H3NO3

One molecule with the formula C3H3NO3 (the ωB97M-V functional and the def2-TZVPD basis, OMol25).

```
10
Properties=species:S:1:pos:R:3:nbo_charge:R:1
N -1.031 1.041 -0.949 -0.603
C -0.288 0.399 -0.156 0.454
O 0.974 -0.011 -0.532 -0.517
C 1.952 -0.432 0.332 0.659
O 1.873 -0.470 1.520 -0.523
C -1.524 -0.174 0.568 0.390
O -1.942 -1.260 0.274 -0.529
H -0.775 1.029 -1.927 0.371
H 2.829 -0.714 -0.273 0.138
H -2.069 0.591 1.142 0.160
```

Computed properties:
**SMILES**: [H]/N=C(/C=O)OC=O
**LUMO level**: 0.3 eV
**HOMO energy**: -10.25 eV

***

--- Q ---
# C3H3NO3

One molecule with the formula C3H3NO3 (the ωB97M-V functional and the def2-TZVPD basis, OMol25).

```
10
Properties=species:S:1:pos:R:3:nbo_charge:R:1
N -0.971 0.680 -0.622 -0.658
C 0.085 0.551 0.183 0.349
O 1.173 0.178 -0.526 -0.551
C 2.169 -0.365 0.281 0.653
O 2.110 -0.510 1.458 -0.491
C -1.974 0.045 0.202 0.539
O -2.461 -1.006 -0.100 -0.524
H -0.955 0.460 -1.623 0.394
H 2.993 -0.677 -0.370 0.132
H -2.152 0.604 1.126 0.157
```

Computed properties:
**LUMO level**: 0.5 eV
**HOMO energy**: -9.74 eV

***

--- R ---
# C3H3NO3

C3H3NO3 as an isolated structure (the ωB97M-V functional and the def2-TZVPD basis, OMol25).

```
10
Properties=species:S:1:pos:R:3:nbo_charge:R:1
C -0.722 0.573 0.336 0.915
C 1.415 -0.395 -0.020 0.521
C -0.464 -1.108 -0.570 -0.031
O -1.524 1.614 0.199 -0.611
N -1.354 -0.644 0.251 -0.491
O 0.511 0.847 0.661 -0.566
O 2.194 -0.082 -0.864 -0.566
H -0.981 2.418 0.270 0.509
H 1.551 -1.134 0.772 0.153
H -0.626 -2.089 -1.035 0.167
```

Computed properties:
**LUMO level**: 0.2 eV
**HOMO energy**: -8.68 eV

***

Relative energies in kJ/mol: P 0.0; Q 22.6; R 144.4